[1]
Density functional theory data (ωB97M-V/def2-TZVPD) for C32H34AsFN4NaO8 as an isolated structure in a non-equilibrium geometry.

Atoms and positions in Å:
1 Na -0.92062 -1.91938 -0.11589
2 O -6.86702 -3.41908 2.02681
3 C -5.67542 -3.03508 1.45901
4 C -5.62432 -2.47138 0.19581
5 C -4.39382 -2.08418 -0.32169
6 N -3.25532 -2.24278 0.32881
7 C -3.30322 -2.79308 1.53491
8 C -4.48372 -3.19448 2.14851
9 C -1.96392 -2.97448 2.27771
10 O -1.95202 -3.84198 3.15831
11 O -1.04362 -2.22528 1.91141
12 C -4.36692 -1.42218 -1.73969
13 O -5.47552 -1.01308 -2.11669
14 O -3.27632 -1.39018 -2.30459
15 H -7.56922 -3.23398 1.39151
16 H -6.51602 -2.32688 -0.39939
17 H -4.45432 -3.63018 3.13391
18 C 4.23258 3.66572 0.36511
19 C 3.87248 3.18232 -1.04089
20 N 2.63518 2.43792 -1.03789
21 C 2.70828 1.06712 -0.91659
22 C 1.66368 0.23992 -0.74689
23 C 1.94918 -1.28298 -0.72259
24 O 3.12538 -1.60248 -0.53209
25 O 0.96718 -2.00688 -0.94679
26 C 0.31998 0.77232 -0.64119
27 O -0.69332 0.15652 -0.35049
28 C 0.25738 2.22622 -0.88739
29 C -1.01202 2.80902 -0.93309
30 C -1.14462 4.16622 -1.06949
31 F -2.41762 4.69442 -1.06109
32 C -0.04132 5.00712 -1.18999
33 C 1.22918 4.41622 -1.18369
34 C 1.40318 3.03562 -1.03579
35 N -0.09102 6.42772 -1.33329
36 C 0.62118 7.20432 -0.35769
37 C -0.24482 7.48302 0.88291
38 N -1.45602 8.22602 0.43621
39 C -2.22642 7.43372 -0.56529
40 C -1.29672 7.08582 -1.74359
41 H 5.17638 4.20642 0.35311
42 H 4.32798 2.81052 1.02891
43 H 3.45288 4.31472 0.75921
44 H 4.65888 2.51532 -1.40129
45 H 3.80848 4.02642 -1.73409
46 H 3.70088 0.63982 -0.96109
47 H -1.86622 2.15462 -0.84339
48 H 2.07458 5.06812 -1.32579
49 H 0.92648 8.15752 -0.81079
50 H 1.51838 6.67022 -0.05019
51 H 0.29408 8.07352 1.62471
52 H -0.55532 6.53602 1.32781
53 H -1.14612 9.09772 -0.01399
54 H -2.05432 8.45882 1.23551
55 H -3.08432 8.01072 -0.90849
56 H -2.58512 6.52322 -0.08729
57 H -1.01622 8.01502 -2.26069
58 H -1.83852 6.45922 -2.44999
59 C -0.41282 -6.61068 -0.73999
60 As -0.03952 -4.64228 -0.78729
61 C 1.56228 -4.86378 -1.91659
62 C 0.78368 -4.49878 1.00701
63 C 1.86538 -5.44508 1.32481
64 C 1.62618 -6.59248 2.08171
65 C 2.65778 -7.44708 2.42161
66 C 3.94898 -7.18788 1.99001
67 C 4.19708 -6.05988 1.22041
68 C 3.17038 -5.19488 0.89751
69 H 0.47418 -7.17328 -0.44159
70 H -0.71742 -6.95418 -1.73229
71 H -1.22122 -6.83228 -0.04259
72 H 2.15648 -5.72738 -1.61069
73 H 2.15798 -3.95778 -1.85179
74 H 1.25408 -5.00138 -2.95599
75 H -0.03542 -4.59338 1.72021
76 H 1.14848 -3.47468 1.03281
77 H 0.61978 -6.78878 2.43021
78 H 2.46228 -8.31718 3.03761
79 H 4.75848 -7.85678 2.25701
80 H 5.20638 -5.85338 0.88491
81 H 3.36408 -4.29168 0.33341

Output
- ΔE to the lowest compared entry with this formula, charge and spin (kJ/mol) = 225.1
- highest occupied orbital energy (eV) = -4.044
- charge = -1
- Kohn-Sham gap (eV) = 3.423
- molecular weight (g/mol) = 719.6


[2]
Density functional theory data (ωB97M-V/def2-TZVPD) for one molecule with the formula C18H21NO3.

Atoms and positions in Å:
1 C -7.46475 -0.10687 -1.63856
2 C -6.44569 1.00260 -1.40618
3 C -5.70575 0.87250 -0.07451
4 C -4.77260 -0.33445 -0.01976
5 C -3.99007 -0.38351 1.29066
6 C -3.01309 -1.56097 1.31742
7 O -2.03147 -1.48274 0.30194
8 C -1.01260 -0.59443 0.40923
9 C -0.19157 -0.48581 -0.71683
10 C 0.89332 0.36261 -0.72592
11 C 1.18667 1.11749 0.40480
12 O 2.23341 2.02275 0.43243
13 C 3.46946 1.71039 -0.00275
14 O 4.26735 2.58616 -0.20052
15 C 3.80392 0.26731 -0.18020
16 C 3.48218 -0.70231 0.76568
17 C 3.87906 -2.00852 0.53757
18 C 4.58321 -2.29192 -0.62406
19 N 4.90497 -1.37450 -1.52000
20 C 4.53436 -0.12932 -1.30117
21 C 0.37227 1.02799 1.52288
22 C -0.72097 0.18044 1.52900
23 H -8.02012 0.07837 -2.55512
24 H -8.17232 -0.15247 -0.81331
25 H -6.97748 -1.07396 -1.72968
26 H -6.96376 1.96438 -1.42208
27 H -5.71944 1.00566 -2.22197
28 H -5.11666 1.77884 0.08757
29 H -6.43455 0.80344 0.73685
30 H -4.06703 -0.28652 -0.85185
31 H -5.34897 -1.25515 -0.12168
32 H -3.43948 0.55127 1.41497
33 H -4.67729 -0.48742 2.13260
34 H -3.54843 -2.48951 1.10016
35 H -2.54351 -1.65744 2.30420
36 H -0.43124 -1.08108 -1.58317
37 H 1.50708 0.45005 -1.60990
38 H 2.94897 -0.43878 1.66801
39 H 3.65213 -2.78697 1.24876
40 H 4.91395 -3.29755 -0.84724
41 H 4.81922 0.59731 -2.05027
42 H 0.59997 1.63113 2.38799
43 H -1.33038 0.13323 2.41704

Output
- ΔE to the lowest compared entry with this formula, charge and spin (kJ/mol) = 88.3
- highest occupied orbital energy (eV) = -8.570
- SMILES = CCCCCCOc1ccc(OC(=O)c2cccnc2)cc1
- Kohn-Sham gap (eV) = 9.020
- molecular weight (g/mol) = 299.4


[3]
Density functional theory data (ωB97M-V/def2-TZVPD) for a 2-piece molecular cluster, HN3O4 overall in a non-equilibrium geometry.

Atoms and positions in Å:
1 N -1.51054 -1.49564 -0.27791
2 N 0.41186 -0.01019 0.94204
3 N 0.06832 0.81825 0.01697
4 O 1.54567 -0.66553 0.69182
5 O -1.14320 1.14798 0.09015
6 O 0.83261 1.11764 -0.90045
7 O -2.09971 -0.54456 -0.37316
8 H 1.89498 -0.36796 -0.18946

Output
- ΔE to the lowest compared entry with this formula, charge and spin (kJ/mol) = 299.8
- highest occupied orbital energy (spin up / spin down) (eV) = -10.005 / -9.177
- Kohn-Sham gap (spin up / spin down) (eV) = 8.702 / 6.946
- molecular weight (g/mol) = 107.0


Question: What is the formula in the second record?
Answer: C18H21NO3


Question: Among the records above, which one has the lowest ΔE to the lowest compared entry with this formula, charge and spin?
Answer: C18H21NO3